# 1
{"formula": "C9H10N4O", "method": "the ωB97M-V functional and the def2-TZVPD basis", "energy_ev": -17499.8445, "total_charge": 0, "orbital_gap_ev": 10.375, "e_above_lowest_ev": 3.106, "e_homo_ev": -9.53, "elements": ["C", "C", "C", "C", "C", "C", "C", "C", "C", "N", "N", "N", "N", "O", "H", "H", "H", "H", "H", "H", "H", "H", "H", "H"], "positions_angstrom": [[-3.3719, 0.9566, -0.2456], [-3.0602, 0.2110, 0.8239], [-2.3457, 1.4577, -1.0492], [-1.8347, -0.2686, 1.0447], [-1.0177, 1.0212, -0.8351], [3.0126, 1.1789, -1.6070], [-0.8201, 0.1920, 0.2163], [1.5516, -2.6208, 0.8704], [0.7307, -0.4226, 0.4746], [3.2329, 1.7850, -0.4101], [1.9784, 0.3326, -1.4274], [2.4273, 1.3366, 0.4853], [1.6925, 0.4273, -0.1962], [0.7430, -1.7252, 0.1109], [-4.3013, 1.2454, -0.4363], [-3.9337, -0.0746, 1.4528], [-2.5689, 2.0912, -1.8504], [-1.6116, -0.9025, 1.9430], [-0.2391, 1.4736, -1.5399], [3.5172, 1.3488, -2.4818], [2.6968, -2.7651, 0.4555], [1.0341, -3.6063, 0.7401], [1.5895, -2.3588, 1.8815], [0.8982, -0.3133, 1.5799]], "forces_ev_per_a": [[4.1, 1.3, -1.5], [-3.5, -1.5, 1.9], [0.5, -1.7, 1.0], [2.5, -0.6, 1.5], [-0.8, 2.3, -1.8], [-2.9, -0.8, 4.1], [4.1, -2.3, 0.7], [1.7, -1.8, -3.0], [-3.5, 1.8, 1.5], [1.4, 1.2, -0.5], [1.2, -0.4, -2.6], [-0.2, -1.0, -1.2], [0.1, 0.2, 2.0], [0.5, -0.8, -0.4], [-3.9, 1.1, -0.7], [0.9, 0.0, -0.2], [-0.3, 0.9, -1.1], [-0.2, 0.6, -1.1], [-0.9, -1.1, 1.4], [1.0, 0.4, -1.8], [-2.8, 0.7, 0.9], [0.7, 0.8, 0.3], [0.0, 0.5, 1.6], [0.2, 0.2, -0.9]], "mulliken_charge": [-0.704, -0.337, -0.509, -0.663, -0.295, -0.104, 0.791, -0.678, -0.326, -0.480, -0.725, -0.481, 1.179, -0.359, 0.518, 0.281, 0.436, 0.305, 0.209, 0.495, 0.221, 0.259, 0.358, 0.608]}

# 2
{"formula": "C9H10NO2", "method": "the ωB97M-V functional and the def2-TZVPD basis", "energy_ev": -15066.2761, "total_charge": 1, "orbital_gap_ev": 6.316, "e_above_lowest_ev": 6.296, "e_homo_ev": -12.37, "elements": ["C", "C", "C", "C", "C", "C", "C", "C", "C", "N", "O", "O", "H", "H", "H", "H", "H", "H", "H", "H", "H", "H"], "positions_angstrom": [[2.2342, -0.2787, 0.3274], [2.2352, -1.5565, 0.9116], [-0.1891, -1.4211, 0.7312], [0.0089, -0.2798, 0.1166], [1.0715, 0.4291, -0.1459], [0.9484, -2.1370, 1.1284], [-2.4531, 0.8013, -0.9818], [-3.4984, 1.1501, -1.9350], [1.2038, 1.7889, -0.6090], [0.8360, -3.3311, 1.8235], [-3.5230, 0.1369, -0.8383], [-4.3461, 2.1957, -1.7789], [3.1937, 0.3604, 0.2797], [3.0566, -2.0508, 1.3598], [-1.0566, -2.0575, 0.8299], [-3.4419, 0.7464, -2.9109], [1.9368, 2.0127, -1.3480], [0.3466, 2.3169, -0.7786], [1.6035, 2.3550, 0.2759], [1.6907, -3.6902, 2.1605], [0.1729, -4.0330, 1.4910], [-5.3213, 1.9595, -2.1148]], "forces_ev_per_a": [[1.7, -0.3, 0.4], [-2.6, 1.9, -0.5], [-1.7, -2.7, 0.5], [0.2, -0.5, 0.0], [1.1, 0.4, -0.7], [1.7, 0.2, 0.5], [1.3, -0.2, 1.1], [-1.3, 1.1, -0.2], [2.5, 1.8, 2.3], [-1.3, 0.4, -0.9], [0.1, -0.5, -0.1], [-2.3, -0.8, -0.5], [-1.6, -1.2, 0.0], [1.0, -0.1, -0.1], [-0.7, 0.6, -0.1], [0.0, -0.8, -0.8], [0.4, -0.5, -0.9], [-2.6, 0.8, -0.9], [-0.1, -0.3, -0.5], [0.8, -0.6, 0.2], [0.4, 0.4, 0.3], [3.2, 0.6, 0.9]], "mulliken_charge": [-0.337, -0.787, -0.610, 0.460, 0.657, 1.008, -0.069, 0.091, -1.686, -0.492, -0.198, -0.474, 0.328, 0.359, 0.368, 0.354, 0.406, 0.413, 0.377, 0.203, 0.240, 0.390]}

# 3
{"formula": "C9H10NO2", "method": "the ωB97M-V functional and the def2-TZVPD basis", "energy_ev": -15071.4257, "total_charge": 1, "orbital_gap_ev": 8.459, "e_above_lowest_ev": 1.146, "e_homo_ev": -13.79, "elements": ["C", "C", "C", "C", "C", "C", "C", "C", "C", "N", "O", "O", "H", "H", "H", "H", "H", "H", "H", "H", "H", "H"], "positions_angstrom": [[-2.5129, 1.3085, 0.0483], [-1.6432, 2.3722, -0.1865], [-2.0276, 0.0145, 0.2137], [-0.2871, 2.1545, -0.2323], [-0.6728, -0.2339, 0.1775], [0.2251, 0.8510, -0.0064], [2.8480, 0.1529, 0.5440], [-0.1237, -1.6435, 0.2047], [1.5996, 0.6803, 0.0487], [1.0094, -1.7007, -0.7075], [2.6485, 1.3575, -0.2414], [-1.1567, -2.5224, -0.1211], [-3.5784, 1.4832, 0.0769], [-2.0337, 3.3675, -0.3334], [-2.7058, -0.8158, 0.3367], [0.4025, 2.9704, -0.3857], [3.1318, 0.3232, 1.5759], [3.3379, -0.6555, 0.0186], [0.2644, -1.8459, 1.2196], [1.4963, -2.5856, -0.6477], [0.6869, -1.5968, -1.6643], [-0.9085, -3.4357, 0.0616]], "forces_ev_per_a": [[0.3, 0.0, 0.0], [-0.1, 0.0, 0.0], [0.0, -0.1, 0.0], [0.3, -0.3, 0.2], [0.3, 0.0, -0.1], [-1.1, 0.5, -0.3], [0.0, -0.9, 0.7], [0.5, -0.1, 0.2], [1.2, -0.6, 0.5], [-0.1, 0.1, -0.1], [-0.5, 1.2, -0.7], [-0.4, 0.0, 0.0], [-0.1, 0.0, 0.0], [0.0, 0.1, 0.0], [0.0, 0.0, 0.0], [0.1, 0.1, 0.0], [0.0, 0.1, 0.0], [-0.1, 0.1, 0.0], [-0.1, 0.0, -0.2], [0.0, -0.1, 0.1], [-0.1, -0.1, -0.1], [0.0, 0.1, 0.1]], "mulliken_charge": [-0.402, -0.627, -0.560, -0.595, 0.241, 0.450, -0.198, -0.110, 0.743, -0.482, -0.371, -0.536, 0.431, 0.423, 0.475, 0.473, 0.259, 0.260, 0.322, 0.266, 0.209, 0.330]}

# 4
{"formula": "C9H10NO2S2", "method": "the ωB97M-V functional and the def2-TZVPD basis", "energy_ev": -36741.5362, "total_charge": 1, "orbital_gap_ev": 8.330, "e_above_lowest_ev": 2.722, "e_homo_ev": -12.48, "elements": ["C", "C", "C", "C", "C", "C", "C", "C", "C", "N", "O", "O", "S", "S", "H", "H", "H", "H", "H", "H", "H", "H", "H", "H"], "positions_angstrom": [[-2.3520, 0.0382, -1.8654], [-3.1344, -0.0089, -0.7390], [-1.1011, 0.5709, -1.8020], [-2.6544, 0.2472, 0.5008], [-0.5722, 0.9521, -0.5851], [-1.3073, 0.7874, 0.5821], [0.5038, 0.6417, 1.9935], [0.9298, -0.4423, 0.9794], [2.2318, -0.2378, 0.5125], [2.7245, -1.1491, -0.5405], [1.3120, 1.1339, 2.7902], [-0.7297, 1.1715, 1.7945], [0.3259, -2.0622, 0.7693], [3.3972, 1.0277, 0.7613], [-2.8980, -0.3334, -2.8795], [-4.1630, -0.3957, -0.8399], [-0.4966, 0.8165, -2.6929], [-3.0694, 0.0869, 1.5677], [0.4925, 1.3150, -0.5256], [3.2134, -0.5548, -1.2455], [1.8856, -1.5717, -0.9160], [3.4144, -1.9206, -0.2437], [-0.8802, -1.5867, 0.5904], [2.9273, 1.4743, 2.0335]], "forces_ev_per_a": [[-2.1, -0.7, -3.3], [-2.2, -1.7, 0.1], [1.2, 0.6, -1.1], [3.0, 1.5, 3.9], [1.1, 0.7, 0.8], [-1.7, -0.5, -1.4], [1.4, 1.3, 0.8], [4.4, 0.5, 0.6], [-1.8, -0.2, 1.2], [1.7, -0.1, 0.2], [-2.7, -1.4, -1.6], [0.6, -1.0, 0.3], [0.0, 0.0, 0.4], [-0.2, 0.6, 1.2], [1.8, 1.2, 2.4], [0.6, 0.2, 0.1], [-0.5, -0.6, 0.4], [-0.2, 0.3, -2.3], [-1.6, 0.1, -0.2], [-0.4, -0.7, 0.3], [-0.4, -0.6, -0.6], [-1.2, 1.4, -0.3], [-1.2, -0.2, -0.4], [0.4, -0.7, -1.5]], "mulliken_charge": [-0.406, -0.288, -0.613, -0.579, 0.540, -0.023, 0.614, 0.140, -0.123, -0.225, -0.628, -0.369, -0.170, -0.224, 0.265, 0.344, 0.423, 0.339, 0.442, 0.382, 0.334, 0.338, 0.151, 0.335]}

# 5
{"formula": "C9H10NO4", "method": "the ωB97M-V functional and the def2-TZVPD basis", "energy_ev": -19156.3383, "total_charge": 1, "orbital_gap_ev": 6.651, "e_above_lowest_ev": 10.551, "e_homo_ev": -13.04, "elements": ["C", "C", "O", "O", "C", "O", "C", "O", "C", "C", "C", "N", "C", "C", "H", "H", "H", "H", "H", "H", "H", "H", "H", "H"], "positions_angstrom": [[-2.6210, -1.2259, -0.3209], [-2.1950, -2.2588, 0.8788], [-3.0033, -2.3001, 1.9701], [-1.0529, -3.1861, 0.8785], [0.2237, -2.5054, 0.6114], [0.8380, -1.8546, 1.7824], [0.5780, -0.4070, 1.8169], [0.0357, 0.0956, 2.9602], [0.9234, 0.6806, 0.6398], [2.3482, 0.6630, -0.2157], [2.6088, 1.7769, -1.4357], [1.5577, 2.8298, -1.7836], [0.2243, 2.9579, -1.0266], [-0.1404, 1.8921, 0.1984], [-3.0441, -1.7370, -1.2890], [-3.5024, -0.5395, 0.0977], [-1.7070, -0.5302, -0.6426], [0.1087, -1.8051, -0.3305], [0.9876, -3.3588, 0.2753], [3.1238, -0.1640, 0.0746], [3.6459, 1.6665, -1.9948], [1.7631, 3.4923, -2.5643], [-0.5267, 3.8151, -1.3236], [-1.1743, 2.0029, 0.7432]], "forces_ev_per_a": [[0.2, 0.5, 0.0], [-4.7, -0.3, 6.0], [5.6, 0.1, -7.5], [-0.2, 3.8, -0.4], [0.7, -1.7, -2.2], [-1.5, 3.7, -2.0], [-3.1, 1.7, 6.7], [3.9, -3.1, -8.2], [1.2, 2.6, -3.9], [-3.5, 2.7, -0.7], [-2.8, -1.2, 2.9], [-0.6, -3.2, 3.7], [2.1, -3.5, 1.9], [3.2, -0.1, -2.0], [1.1, 0.6, 2.0], [2.2, -1.7, -0.7], [-2.0, -1.6, 0.7], [0.2, -1.0, 2.1], [-1.9, 1.8, 1.1], [-1.4, 1.9, -0.9], [-2.6, 0.8, 1.0], [-0.2, -0.8, 0.9], [1.9, -1.9, 0.5], [2.3, -0.2, -1.2]], "mulliken_charge": [-0.617, 0.626, -0.485, -0.269, -0.337, -0.249, 0.490, -0.426, 0.375, -0.321, -0.178, -0.104, -0.195, -0.354, 0.300, 0.272, 0.089, 0.316, 0.276, 0.365, 0.366, 0.299, 0.368, 0.394]}